# 1
Here is a structure of composition C29H32F9N5O6P3Tl in a non-equilibrium geometry from the OMol25 dataset. Energies are from the ωB97M-V functional and the def2-TZVPD basis.

The geometry in XYZ format:
```
85
Properties=species:S:1:pos:R:3:forces:R:3:mulliken_charge:R:1
H 4.80071 -3.23210 1.80633 0.0 0.1 0.0 0.3130
H 2.57470 -4.42605 4.48740 0.1 0.0 -0.1 0.3390
H 4.97434 4.38239 2.29985 0.1 0.0 -0.1 0.3813
P -2.14413 1.02538 -1.66236 -0.5 -0.2 -0.2 0.0773
H 3.81723 4.10369 3.48724 -0.1 0.2 0.2 0.3871
C -0.94691 0.11662 -2.60575 0.1 0.1 0.1 0.7088
H 5.21314 2.48951 -0.92582 -0.1 0.0 0.1 0.3478
H -4.20627 -2.63634 0.88473 0.0 0.0 0.0 0.5250
H 2.05090 -5.53601 2.43020 0.0 0.0 0.0 0.3647
O 1.94391 4.28910 3.86385 0.2 0.0 -0.3 -0.8575
H 2.58079 -0.88664 3.54878 0.0 0.0 0.1 0.1090
C -0.16240 0.86391 -3.49009 0.0 0.0 -0.1 -0.7097
F -6.72367 3.37730 -5.82131 -0.1 0.0 0.0 -0.2254
H -0.02785 -2.62789 1.75039 0.0 -0.1 0.0 0.1781
C -5.53903 2.73769 -2.96651 0.0 0.0 0.0 -0.9140
C 0.76890 -2.44309 2.47046 0.2 -0.1 0.0 -0.6583
Tl 0.90833 0.71850 0.45021 0.1 0.4 0.1 1.3452
H 3.26868 -2.17182 0.25139 0.0 0.0 0.0 0.3078
H 0.40895 -2.94126 -3.11052 0.0 0.0 0.0 0.6095
F -4.00517 -1.08136 4.42227 0.0 0.0 0.0 -0.2599
H 4.27046 -4.66318 2.72921 0.0 0.0 0.1 0.3064
H 0.38133 -1.79165 3.25293 0.0 0.0 0.0 0.3209
F -7.39391 1.31998 -5.68509 -0.1 0.1 0.0 -0.2489
H -0.31412 1.93307 -3.59700 0.0 -0.1 0.0 0.4904
F -2.47393 -2.48284 3.79585 -0.1 0.0 0.0 -0.2038
P 3.53666 2.15608 0.45738 0.4 0.3 0.5 0.1050
C -3.73905 0.80391 -3.90065 0.0 0.1 0.0 -0.2364
C 3.95529 -3.72699 2.27637 -0.1 0.2 0.2 -0.4081
C -2.42293 0.79512 1.06272 0.1 0.0 0.0 -0.6449
C 2.23435 -3.49118 4.04891 0.3 0.2 -0.1 -0.4884
O 5.02289 2.59537 0.01725 -0.1 -0.1 -0.1 -0.5382
C -3.69811 -1.68126 0.92482 0.0 -0.1 0.0 -1.0120
N 1.88429 -1.77222 1.77813 -0.1 -0.2 0.0 0.1802
C -3.36212 -1.02310 -0.24704 -0.1 -0.1 0.0 -0.3213
C -2.68674 0.19315 -0.17002 0.1 0.3 0.1 0.4723
C -6.99927 2.38038 -4.97360 0.1 0.0 0.1 0.8746
H 1.88095 -2.82046 4.82824 0.0 0.1 0.0 0.2905
C -4.41191 2.44708 -2.22490 -0.1 -0.1 0.0 -0.6428
H 3.79174 -1.03152 2.25643 0.0 -0.1 0.0 0.3866
H 1.46185 0.81181 -4.88640 0.0 0.0 0.0 0.4775
O 2.56010 2.23674 -0.67761 -0.1 -0.2 0.0 -0.7008
F 3.32726 -1.21152 -4.51406 0.0 0.0 0.0 -0.2305
H -5.08589 0.56764 -5.54741 0.0 0.0 0.0 0.4674
N 4.28090 3.72187 2.64292 0.1 0.0 -0.4 -0.2062
C -5.77157 2.04917 -4.15372 0.1 0.0 0.1 0.1749
C -3.52366 1.46165 -2.68258 0.1 0.2 0.1 0.6840
C 2.95151 -1.52114 2.74784 0.2 0.0 0.1 -0.6760
F -8.00707 2.76419 -4.18547 0.0 0.0 -0.1 -0.2485
C 2.92970 4.83247 0.87361 0.1 0.1 0.2 -1.8654
H -4.22328 2.97569 -1.29648 0.0 0.0 0.0 0.4596
H -2.58401 0.59404 3.19247 0.0 0.0 -0.1 0.5707
C -0.73231 -1.25222 -2.44659 0.0 -0.1 0.1 -0.1517
H -3.03668 0.06632 -4.26909 0.0 0.0 0.0 0.4027
C 1.73580 -4.58557 2.00352 0.1 0.2 0.0 -0.7187
H 3.82423 5.10947 0.30770 0.0 -0.1 0.0 0.4702
N 2.87080 -3.94199 1.32119 -0.3 0.0 0.0 0.1345
H 2.11157 4.69946 0.17095 0.0 0.0 0.0 0.3617
F 2.24011 -3.08834 -4.56700 0.1 0.1 -0.1 -0.2759
C 2.15682 -1.77958 -4.83830 -0.1 0.0 0.0 0.7190
C 3.15054 3.52688 1.64302 -0.2 -0.2 0.0 0.9605
C 0.83575 0.23857 -4.21520 0.0 0.1 0.0 -0.9844
P 1.67412 3.29519 2.78692 -0.9 -0.4 0.0 0.3934
H -1.91806 1.75523 1.12444 -0.1 0.0 0.0 0.7936
H 4.74922 2.84247 2.85230 0.0 -0.1 0.1 0.2871
O 0.45881 3.17629 1.92138 0.4 -0.2 -0.2 -0.5315
F -4.54795 -2.83086 3.26367 0.0 0.0 0.1 -0.2686
C -3.38858 -1.10602 2.15067 0.1 0.0 -0.1 0.1616
C -4.88231 1.08947 -4.62096 0.0 0.0 -0.1 -0.9721
N 3.33512 -2.84551 3.28885 -0.3 -0.1 -0.2 0.4901
H -1.33306 -1.83246 -1.75614 0.0 0.0 0.0 0.4097
H 2.67113 5.65198 1.54875 0.0 -0.1 0.0 0.4888
O 1.79029 1.82092 3.50368 0.5 -0.1 -0.1 -0.4023
N 1.18961 -3.72278 3.05789 -0.1 0.0 -0.2 0.1695
H -3.63422 -1.45761 -1.20336 0.0 0.0 0.0 0.6621
H 2.13531 1.93691 4.40020 -0.1 0.1 -0.1 0.2956
H 0.95632 -4.77271 1.26844 0.0 0.0 0.0 0.3167
F 1.97450 -1.63137 -6.15138 0.0 0.0 0.0 -0.2383
C -3.63110 -1.87730 3.42315 0.0 0.0 0.0 0.7201
C 0.24908 -1.87441 -3.19605 0.1 -0.1 0.0 -0.6331
C 1.03596 -1.12544 -4.06318 0.0 -0.1 0.1 0.0485
O 3.56814 0.86175 1.22504 -0.1 0.1 -0.1 -0.3911
C -2.78331 0.14015 2.22847 0.0 0.0 0.1 -0.7335
H 1.65340 -2.85986 0.00845 0.0 -0.1 0.0 0.4014
H -6.23759 3.49321 -2.63077 0.0 0.0 0.0 0.4484
C 2.43166 -2.66409 0.74560 0.0 0.0 0.1 -0.7913
```
Positions in Å, forces in eV/Å.

Properties
Total charge: +2
Orbital gap (spin up / spin down), eV: 5.6809 / 5.4486
HOMO energy (spin up / spin down), eV: -14.1 / -14.1
Lowest unoccupied orbital energy (spin up / spin down), Eh: -0.311 / -0.318



# 2
Here is a structure of composition C29H32IrN7O3PS in a non-equilibrium geometry from the OMol25 dataset. Energies are from the ωB97M-V functional and the def2-TZVPD basis.

The geometry in XYZ format:
```
74
Properties=species:S:1:pos:R:3:forces:R:3:mulliken_spin:R:1
H -2.07894 -2.24172 1.40459 0.0 0.0 0.1 0.0019
C 3.57206 -1.57026 -0.82589 0.0 0.0 0.0 -0.0005
H -0.98188 -1.83868 2.77967 0.1 0.0 -0.1 -0.0041
C -4.41905 1.43336 3.47639 0.0 0.0 0.0 0.1169
C -1.58591 -2.73297 -1.10560 -0.1 0.0 0.2 -0.0042
H 6.19347 -0.36734 -3.38521 0.0 0.0 0.0 0.0001
H -3.02895 1.73807 5.08668 0.0 0.0 0.0 -0.0007
N 0.81105 -0.30479 -0.74595 0.2 0.9 0.1 0.1329
H 7.39528 -2.42779 -3.16379 0.0 0.0 0.0 0.0000
H -2.40308 -3.03169 -0.46105 0.0 0.0 0.0 0.0026
H -1.17592 3.25299 -1.59096 0.0 0.0 0.0 0.0002
C -3.23971 1.17834 4.18552 0.0 0.0 0.0 -0.0582
S 2.02956 0.68507 -1.18348 0.0 0.1 0.0 0.0081
N 0.56162 3.13894 2.85147 0.0 0.0 0.0 0.0065
O 2.23912 1.49217 -0.00635 0.0 0.0 0.0 -0.0008
H -2.80148 0.53261 -4.10895 0.0 0.0 0.0 0.0000
C 3.40510 -0.36170 -1.49117 0.0 0.0 0.0 0.0008
C 4.34151 0.07382 -2.42044 0.0 0.0 0.0 0.0025
C 5.65618 -1.91629 -2.00433 0.0 0.0 0.0 0.0014
C 0.52128 -1.87470 -2.68161 0.0 -0.1 0.0 0.0061
C 1.74275 -1.41037 2.26240 0.0 0.0 0.1 -0.0015
P -2.45715 1.26146 -1.87370 -0.1 0.1 -0.1 -0.0040
H -4.00199 2.91127 -1.09233 0.0 0.0 0.0 -0.0005
H -1.60076 -0.47582 -3.28329 0.0 0.0 0.0 -0.0002
C 0.22755 -1.30882 -1.44295 -0.1 -0.3 0.0 0.0307
C 4.69064 -2.33935 -1.08911 0.0 0.0 0.0 0.0003
H -3.33685 -0.69036 -2.93857 0.0 0.0 0.0 -0.0001
N -5.98236 3.35100 4.22168 0.0 0.0 0.0 0.0590
H -0.26215 2.02475 -2.48790 -0.1 0.0 0.0 -0.0003
C -3.86808 -0.28591 1.89531 0.0 0.1 0.0 0.1084
C -1.67577 -1.46098 2.03704 -0.4 0.3 0.2 0.0917
C -2.37218 0.21158 3.73331 0.0 0.0 0.0 0.1466
H 1.33520 -1.49823 -3.28468 0.0 0.0 0.0 -0.0004
H -0.74271 4.82723 2.58137 0.0 0.0 0.0 -0.0005
C -4.05192 2.06273 -1.77496 0.0 0.0 0.0 0.0010
C -2.65224 -0.51908 2.56132 -0.1 0.2 0.1 0.0577
O 1.71186 1.35009 -2.41869 0.1 0.0 0.0 0.0096
H -1.97003 -4.18657 -2.61431 0.0 0.0 0.0 -0.0001
C -5.29590 2.48534 3.90733 0.0 0.0 0.0 -0.0225
C 0.52675 1.87846 2.40211 0.0 0.1 0.1 -0.0035
H -4.79554 1.35276 -1.41418 0.0 0.0 0.0 0.0000
H 1.26694 3.55467 3.43928 0.0 0.0 0.0 -0.0003
C 2.77234 -0.90286 2.99187 0.0 0.0 0.0 -0.0004
H 7.57333 -2.67623 -1.42885 0.0 0.0 0.0 0.0001
C 6.87552 -2.75206 -2.26480 0.0 0.0 0.0 0.0001
H 4.19064 1.00428 -2.95051 0.0 0.0 0.0 -0.0001
C -0.54494 3.79401 2.35768 0.0 0.0 0.0 -0.0053
H -5.67847 0.86248 1.83552 0.0 0.0 0.0 -0.0019
H 3.65817 -1.36476 3.38974 0.0 0.0 0.0 0.0001
C 5.46135 -0.70445 -2.66271 0.0 0.0 0.0 -0.0002
N 2.49404 0.42944 3.18765 0.0 0.0 0.0 0.0016
C -1.34374 -3.36392 -2.30375 0.0 0.0 0.0 -0.0017
H -4.10907 -0.86457 1.01256 0.0 0.0 0.0 0.0129
H -1.55788 2.94001 -3.29572 0.0 0.0 0.0 0.0002
N 0.84827 -0.39971 2.02039 0.1 -0.2 -0.2 0.0182
H 3.09797 1.08601 3.65647 0.0 0.0 0.0 0.0000
C -2.55722 0.03557 -3.16862 0.0 0.0 0.0 0.0005
C -0.27496 -2.92555 -3.09137 0.0 0.0 0.0 0.0005
C -1.24886 2.47854 -2.35633 0.1 0.0 0.0 0.0028
C 1.33236 0.70037 2.58244 0.0 0.0 0.0 0.0057
H -4.35266 2.42341 -2.75932 0.0 0.0 0.0 -0.0001
N -0.80029 -1.73896 -0.67813 0.5 0.4 0.2 -0.0025
H 4.81669 -3.29028 -0.58576 0.0 0.0 0.0 0.0000
H 6.61362 -3.80377 -2.37783 0.0 0.0 0.0 0.0001
H 1.57861 -2.41737 1.92066 0.0 0.0 0.0 0.0010
H -2.15939 2.99920 1.07601 0.0 0.0 0.0 0.0023
C -1.23338 2.88955 1.61052 0.0 0.0 0.0 0.0036
C -4.74161 0.68141 2.34479 0.0 0.0 0.0 -0.0739
Ir -0.71399 -0.09879 0.73232 -0.1 -1.3 -0.6 0.3153
O -2.18006 0.64745 -0.49777 -0.1 -0.1 0.1 0.0278
H -0.07534 -3.40616 -4.04023 0.0 0.0 0.0 -0.0004
N -0.54848 1.70163 1.65115 0.2 -0.1 0.0 0.0084
H -1.46250 0.00018 4.28399 0.0 0.0 0.0 0.0020
H 2.82253 -1.91735 -0.12813 0.0 0.0 0.0 0.0004
```
Positions in Å, forces in eV/Å.

Properties
Spin multiplicity: 2
Total charge: +2
Orbital gap (spin up / spin down), eV: 7.7215 / 6.5132
HOMO energy (spin up / spin down), eV: -13.3 / -13.9
Lowest unoccupied orbital energy (spin up / spin down), Eh: -0.206 / -0.272



# 3
Here is an isolated molecule of C29H32N2O5 in a non-equilibrium geometry from the OMol25 dataset. Energies are from the ωB97M-V functional and the def2-TZVPD basis.

The geometry in XYZ format:
```
68
Properties=species:S:1:pos:R:3:forces:R:3:nbo_charge:R:1
O -0.75124 -1.86648 -0.62836 -0.3 0.3 1.0 -0.6518
H 3.72363 -0.37988 -2.04951 0.2 0.0 0.1 0.2165
C 3.65324 1.86139 -0.36128 0.3 0.2 -0.2 -0.5173
H -5.27466 0.72664 -1.50201 0.2 -0.1 0.0 0.2082
H 0.59877 -1.15781 3.87558 0.0 -0.3 -0.3 0.2204
H 3.13620 -0.03422 1.75897 -0.2 -0.1 -0.3 0.2294
C -1.07259 0.45078 -1.23025 -1.7 -1.2 0.4 -0.5071
H -1.02119 1.91837 2.50215 0.1 -0.1 0.2 0.2031
H -2.19438 -6.30991 1.52308 0.0 0.1 -0.2 0.1754
C -4.94747 -0.95342 0.35187 0.2 -0.3 0.0 -0.0771
H -2.92637 -5.87571 -0.05750 0.1 -0.1 0.1 0.2023
H -3.70725 1.53284 -1.28164 0.0 -0.4 0.0 0.2382
H 6.24464 1.04420 0.29896 0.0 -0.1 0.1 0.2115
O -1.39966 -0.04122 2.33618 0.0 0.5 0.8 -0.5032
H 1.41944 -0.01081 -1.91600 0.0 0.3 0.3 0.2688
C 3.10071 -0.30322 0.68830 0.2 -0.1 -0.1 -0.5117
H -3.87539 0.18584 -2.45181 0.0 0.0 0.3 0.2209
H -1.07489 3.47830 -5.07283 0.0 0.1 0.3 0.2104
O 0.76550 -0.47761 0.88318 1.4 1.0 -0.7 -0.5589
H 4.45137 2.49606 -0.76397 -0.2 0.0 0.0 0.2332
H -0.60332 5.97984 -1.55292 -0.1 -0.3 -0.3 0.2095
O 2.61351 2.36736 -2.45270 -0.2 -0.8 1.1 -0.5332
C 5.43901 0.51762 0.81973 0.0 0.1 0.0 -0.5953
H 5.77107 -0.50407 1.04069 0.0 0.2 0.0 0.2110
C 4.19845 0.45904 -0.06216 -0.3 -0.3 0.3 -0.0400
H -0.68114 0.98002 4.01204 0.0 0.1 -0.1 0.1787
C 0.20600 -3.21848 3.28598 -0.3 0.5 0.3 -0.1596
C -0.50541 2.47166 -3.25192 -0.1 0.5 -0.1 -0.2400
C -4.19352 0.56635 -1.47258 -0.2 0.2 -0.3 -0.4041
H -5.98032 -0.71613 0.15680 0.1 -0.1 0.0 0.2277
H -0.43591 -5.17009 2.59775 0.0 0.5 0.0 0.2198
C 2.55827 1.74558 -1.40376 -0.1 0.4 -0.7 0.6241
O -2.58213 -4.28174 1.11146 0.2 -0.8 0.1 -0.4994
C -0.64819 -4.09802 2.62725 -0.5 -0.3 -0.4 -0.3303
H -1.83927 0.80319 -1.91852 0.0 0.4 0.8 0.1968
H 3.26445 2.33560 0.55769 0.0 -0.2 -0.2 0.2234
C -0.58458 4.99968 -2.04178 0.2 -0.2 -0.1 -0.2122
N -2.99848 -1.67330 1.07750 -0.2 0.1 -0.2 -0.3239
H 5.36421 0.29054 -1.85759 -0.2 -0.2 -0.1 0.2152
C -2.01777 -2.21874 1.97271 0.2 0.0 -0.7 0.0629
H -0.02764 1.70688 0.03217 0.2 0.2 -0.2 0.1970
H 1.10357 -3.59886 3.77382 -0.3 0.0 0.0 0.2157
H 0.44244 0.89446 2.60419 -0.2 0.0 0.2 0.1973
C -0.85876 3.59540 -4.00912 0.2 -0.1 0.5 -0.2098
C -2.73702 -0.85097 0.01951 -0.9 -1.0 0.1 0.4230
C -1.14494 -1.33612 2.60510 0.4 -0.3 0.2 0.3623
C 0.08686 1.35626 -1.01019 -2.2 1.7 -0.4 -0.2824
H -1.20750 5.73674 -3.98247 0.1 -0.3 0.2 0.2107
H -0.49717 1.47230 -3.70602 0.1 0.5 0.2 0.2218
C -0.04739 -1.84539 3.32926 -0.4 0.1 -0.1 -0.3058
C 4.56476 -0.26943 -1.35674 0.3 0.1 0.0 -0.6142
H -4.79448 -2.42492 1.99278 0.0 0.1 0.1 0.2391
N -3.93011 -0.38518 -0.40795 0.0 0.1 0.2 -0.3221
H 3.26667 -1.38961 0.62640 -0.1 0.2 0.1 0.2438
C -1.76623 -3.58702 1.93895 0.8 -0.1 0.0 0.3398
C 1.40786 0.73794 -1.09476 2.8 -0.8 -0.2 -0.4193
C -2.17903 -5.60116 0.68458 -0.1 0.6 0.3 -0.2507
C -0.17758 2.61953 -1.90040 0.2 -0.9 0.6 0.1376
C -1.40873 -0.80269 -0.60415 1.5 0.6 -2.4 0.3995
C 1.68657 -0.04457 0.21065 -0.9 -0.6 0.3 0.6335
H 0.10645 3.96589 -0.24577 -0.2 0.0 -0.4 0.2027
C -4.36680 -1.78366 1.24559 0.0 0.6 0.0 -0.0393
H 5.23135 1.03040 1.76532 0.1 0.0 -0.1 0.2071
H -1.18025 -5.58420 0.22865 -0.2 0.1 0.1 0.1956
C -0.91331 4.86092 -3.39902 0.1 -0.2 0.3 -0.2328
C -0.60146 1.00155 2.91907 -0.1 -0.6 -0.2 -0.2514
C -0.19713 3.87447 -1.29642 -0.1 0.2 -0.5 -0.2537
H 4.94565 -1.26897 -1.11182 -0.1 0.2 -0.1 0.2125
```
Positions in Å, forces in eV/Å.

Properties
Total charge: 0
Orbital gap, eV: 6.4525
HOMO energy, eV: -5.8
Lowest unoccupied orbital energy, Eh: 0.023



The evaluated energy relative to the best compared isomer or geometry (same formula, charge and spin) for the records listed, in turn: 28.1 11.5 0.0 kcal/mol.
The evaluated molecular weight for the records listed, in turn: 1014.891 781.879 488.584 u.